An isolated ion of composition C14H13O and charge +1. Source: the OMol25 dataset; level of theory: ωB97M-V/def2-TZVPD.

Computed properties:
E_LUMO ... -0.138 Eh
Frontier orbital gap ... 8.09 eV
Energy relative to the best compared isomer or geometry (same formula, charge and spin) ... 18.1 kJ/mol
E_HOMO ... -11.848 eV
Total charge ... +1

CARTESIAN COORDINATES (ANGSTROEM)
O  -1.037  -2.018  -1.185
C  -2.669  -0.944  0.285
C  -1.740  -0.164  0.840
C  2.292  3.141  1.064
C  -0.461  0.047  0.184
C  -0.074  -0.809  -0.813
C  1.092  3.046  1.783
C  1.671  1.198  -0.231
C  2.572  2.240  0.074
C  1.973  0.259  -1.239
C  1.109  -0.766  -1.530
C  0.448  1.104  0.498
C  0.184  2.061  1.497
C  -2.413  -1.587  -1.042
C  -0.718  -3.168  -0.385
H  -1.920  0.320  1.783
H  1.319  -1.499  -2.291
H  -0.744  2.023  2.042
H  -1.221  -4.029  -0.832
H  2.894  0.357  -1.791
H  0.361  -3.317  -0.424
H  3.490  2.310  -0.489
H  -1.037  -3.040  0.651
H  0.890  3.753  2.571
H  2.990  3.929  1.297
H  -3.627  -1.113  0.746
H  -2.581  -0.871  -1.855
H  -3.042  -2.463  -1.209

---

C14H14BBeCaCsF12N7O12S2 as an isolated structure. Source: the OMol25 dataset; level of theory: ωB97M-V/def2-TZVPD.

Computed properties:
E_LUMO ... -0.104 Eh
Frontier orbital gap ... 1.50 eV
E_HOMO ... -4.320 eV
Total charge ... -1

CARTESIAN COORDINATES (ANGSTROEM)
Cs  1.794  3.076  -2.662
Ca  7.512  1.501  1.860
S  3.547  -1.257  3.142
S  5.306  0.686  3.782
F  -6.211  0.281  -4.863
F  -0.283  -6.984  -1.215
F  3.868  -3.344  4.699
F  -4.921  -0.983  -6.310
F  2.672  -3.702  2.939
F  -6.760  0.152  -7.097
F  4.820  -3.526  2.771
F  6.881  0.019  5.768
F  -3.212  0.348  -4.083
F  -4.888  1.323  -6.453
F  7.601  1.739  4.695
F  7.828  -0.249  3.850
O  -5.913  -0.117  -0.575
O  2.756  6.602  2.792
O  3.687  5.361  1.159
O  1.967  4.561  2.381
O  -8.980  3.667  1.711
O  4.569  1.540  4.635
O  -7.055  -0.575  1.932
O  2.404  -0.871  3.896
O  4.584  -5.628  -0.121
O  -8.109  3.971  -0.915
O  5.612  1.262  2.444
O  3.473  -1.082  1.719
N  -2.150  1.852  -2.087
N  1.369  -0.466  -1.178
N  2.824  -4.205  -0.214
N  4.968  -0.817  3.786
N  -1.915  -0.299  -2.177
N  -1.291  0.889  -2.276
N  -3.310  1.364  -1.876
C  -8.059  1.553  1.803
C  4.148  -4.548  -0.435
C  0.099  1.054  -2.597
C  0.922  -0.255  -2.341
C  -3.182  0.006  -1.951
C  3.735  -3.064  3.404
C  -7.026  1.883  -0.765
C  4.975  -3.475  -1.090
C  -7.834  2.976  -0.285
C  -6.664  0.664  -0.043
C  6.972  0.543  4.576
C  -8.346  2.810  1.132
C  2.818  5.414  2.043
C  -7.267  0.456  1.329
B  -5.681  0.192  -6.176
Be  0.899  -4.775  -1.200
H  4.383  -2.584  -1.290
H  5.373  -3.852  -2.032
H  0.137  1.223  -3.722
H  2.251  -4.898  0.257
H  -1.562  -1.237  -2.291
H  5.800  -3.211  -0.430
H  -6.613  1.935  -1.773
H  0.570  1.965  -2.090
H  -8.513  1.473  2.786
H  1.040  -0.973  -3.150
H  1.120  0.312  -0.562
H  2.426  -3.305  -0.446
H  2.019  6.343  3.364
H  -3.931  -0.761  -1.860

---

C14H14CoN2O2S2 as an isolated structure. Source: the OMol25 dataset; level of theory: ωB97M-V/def2-TZVPD.

Computed properties:
E_LUMO (spin up / spin down) ... 0.087 / 0.085 Eh
Frontier orbital gap (spin up / spin down) ... 5.76 / 6.43 eV
Energy relative to the best compared isomer or geometry (same formula, charge and spin) ... 93.6 kJ/mol
Spin multiplicity ... 5
E_HOMO (spin up / spin down) ... -3.402 / -4.125 eV
Total charge ... -1
<S²> ... 6.03

CARTESIAN COORDINATES (ANGSTROEM)
Co  0.000  0.000  0.000
S  1.913  1.513  5.199
S  0.404  -1.038  2.140
O  1.891  3.005  4.838
O  3.358  1.062  5.461
N  1.721  0.839  3.587
N  -1.314  -1.306  0.029
C  0.678  0.088  3.503
C  1.030  -1.694  -0.689
C  -1.123  1.778  -1.072
C  1.138  2.015  -0.697
C  -0.151  2.377  -0.218
C  -0.430  1.052  -2.082
C  -0.360  -2.352  -0.494
C  0.968  1.190  -1.845
C  0.020  0.543  7.108
C  -1.174  -0.907  5.002
C  -1.698  -0.988  6.302
C  0.514  0.617  5.804
C  -0.058  -0.092  4.771
C  -1.099  -0.270  7.354
H  -0.364  2.978  0.667
H  1.394  -1.768  -1.724
H  -2.558  -1.616  6.498
H  -0.891  0.455  -2.872
H  -2.289  -1.609  0.024
H  -1.628  -1.473  4.199
H  2.092  2.287  -0.242
H  1.767  0.741  -2.436
H  1.786  -2.056  0.024
H  -1.502  -0.350  8.356
H  0.492  1.089  7.914
H  -2.206  1.848  -0.960
H  -0.310  -3.194  0.227
H  -0.736  -2.742  -1.460

---

C14H14CuNS3Te as an isolated structure. Source: the OMol25 dataset; level of theory: ωB97M-V/def2-TZVPD.

Computed properties:
E_LUMO (spin up / spin down) ... 0.092 / 0.046 Eh
Frontier orbital gap (spin up / spin down) ... 6.48 / 5.20 eV
Energy relative to the best compared isomer or geometry (same formula, charge and spin) ... 155.4 kJ/mol
Spin multiplicity ... 2
E_HOMO (spin up / spin down) ... -3.994 / -3.952 eV
Total charge ... -1
<S²> ... 0.76

CARTESIAN COORDINATES (ANGSTROEM)
Te  2.993  2.576  1.048
Cu  -0.023  -0.400  1.265
S  2.615  0.883  3.919
S  0.257  -0.956  3.516
S  2.125  -1.243  5.731
N  -1.472  -1.927  0.946
C  2.125  4.440  0.379
C  4.281  2.347  -0.678
C  -1.925  -2.823  1.817
C  -3.435  -3.720  0.222
C  -1.967  -1.885  -0.300
C  -2.961  -2.792  -0.684
C  -0.410  0.016  -0.663
C  -1.299  0.213  -3.363
C  -0.322  1.071  -2.877
C  -2.912  -3.743  1.506
C  0.098  0.964  -1.559
C  -1.832  -0.743  -2.520
C  1.669  -0.438  4.337
C  -1.399  -0.849  -1.194
H  1.143  4.508  0.842
H  -1.642  0.287  -4.389
H  -3.253  -4.452  2.248
H  -3.359  -2.769  -1.687
H  0.861  1.647  -1.203
H  -1.473  -2.801  2.801
H  4.351  1.281  -0.880
H  2.012  4.426  -0.704
H  -2.590  -1.411  -2.913
H  -4.208  -4.419  -0.076
H  2.725  5.296  0.677
H  0.112  1.822  -3.531
H  3.837  2.848  -1.537
H  5.276  2.746  -0.495

---

A 2-piece molecular cluster, C14H14F7I2NO2S overall. Source: the OMol25 dataset; level of theory: ωB97M-V/def2-TZVPD.

Computed properties:
E_LUMO ... -0.030 Eh
Frontier orbital gap ... 8.57 eV
E_HOMO ... -9.370 eV
Total charge ... 0
Structure (SMILES) ... C/C(I)=C(\I)N(CCCC(F)(F)C(F)(F)F)S(=O)(=O)F.Fc1ccccc1

CARTESIAN COORDINATES (ANGSTROEM)
I  0.654  0.027  -2.209
I  -0.658  -0.246  2.782
S  -1.395  2.572  0.601
F  -6.394  -2.311  -0.055
F  -5.831  -0.136  -0.129
F  -2.234  2.564  2.051
F  -5.084  -0.291  2.457
F  4.055  -1.144  -0.364
F  -6.087  -2.300  2.410
F  -3.873  -2.147  2.150
O  -2.045  3.650  -0.230
O  0.049  2.972  0.763
N  -1.546  1.119  -0.286
C  -0.357  0.269  -0.272
C  5.503  2.168  -0.104
C  -3.142  -0.714  -1.175
C  -5.322  -1.412  0.228
C  5.973  -0.249  -1.406
C  6.828  0.828  -1.610
C  4.640  1.095  0.093
C  6.594  2.035  -0.956
C  0.204  -0.416  0.810
C  -2.827  0.404  -0.078
C  -4.113  -1.880  -0.680
C  -5.074  -1.535  1.806
C  1.498  -1.360  0.682
C  4.887  -0.102  -0.558
H  -4.584  -2.327  -1.625
H  1.934  -1.443  1.741
H  3.780  1.184  0.747
H  6.143  -1.198  -1.899
H  -3.661  1.187  -0.177
H  -2.970  -0.069  0.942
H  2.315  -0.902  0.044
H  1.205  -2.417  0.391
H  -2.202  -1.226  -1.587
H  -3.504  -2.737  -0.230
H  7.264  2.873  -1.113
H  -3.624  -0.219  -2.086
H  5.323  3.107  0.408
H  7.677  0.727  -2.277

---

C14H14N2NdO3S as an isolated structure. Source: the OMol25 dataset; level of theory: ωB97M-V/def2-TZVPD.

Computed properties:
E_LUMO (spin up / spin down) ... 0.083 / 0.083 Eh
Frontier orbital gap (spin up / spin down) ... 3.39 / 3.49 eV
Energy relative to the best compared isomer or geometry (same formula, charge and spin) ... 0.0 kJ/mol
Spin multiplicity ... 4
E_HOMO (spin up / spin down) ... -1.144 / -1.232 eV
Total charge ... -1
<S²> ... 3.76

CARTESIAN COORDINATES (ANGSTROEM)
Nd  -0.853  0.960  -1.134
S  1.717  -1.321  1.225
O  -1.190  1.125  1.146
O  1.399  -2.710  0.988
O  3.060  -0.827  1.062
N  -1.639  -0.961  -1.802
N  0.540  -0.266  0.528
C  -0.532  0.343  4.022
C  -1.530  2.877  -2.822
C  -0.219  0.333  1.466
C  1.081  -1.025  5.196
C  -0.202  3.169  -2.329
C  0.129  -0.023  2.835
C  -0.025  -0.141  5.212
C  -1.415  1.775  -3.744
C  0.467  -1.789  -2.686
C  1.699  -1.424  3.995
C  -0.039  1.408  -3.832
C  1.181  -0.908  2.817
C  -0.889  -2.192  -2.227
C  0.710  2.223  -2.920
H  -2.217  1.305  -4.301
H  -2.668  -0.959  -1.658
H  -1.368  -2.871  -2.934
H  0.581  -1.516  -3.746
H  -0.471  0.128  6.155
H  0.056  3.898  -1.569
H  -2.464  3.339  -2.497
H  -1.425  0.966  3.940
H  1.791  2.197  -2.801
H  0.381  0.709  -4.549
H  -0.870  -2.548  -1.179
H  1.461  -1.444  6.133
H  2.523  -2.140  3.928
H  1.239  -1.690  -1.919

---

A single C14H14N2O4 molecule. Source: the OMol25 dataset; level of theory: ωB97M-V/def2-TZVPD.

Computed properties:
E_LUMO ... 0.022 Eh
Frontier orbital gap ... 9.94 eV
Energy relative to the best compared isomer or geometry (same formula, charge and spin) ... 0.0 kJ/mol
E_HOMO ... -9.358 eV
Total charge ... 0
Structure (SMILES) ... O=C(O)CN1C(=O)N[C@@]2(CCCc3ccccc32)C1=O

CARTESIAN COORDINATES (ANGSTROEM)
O  -1.103  -1.360  0.457
O  1.262  -3.471  3.280
O  1.746  -2.858  1.190
O  2.730  0.749  1.717
N  1.502  0.847  -0.230
N  0.782  -0.458  1.387
C  -2.618  2.222  -2.243
C  -0.734  -1.034  -2.634
C  1.803  0.435  1.018
C  -0.942  2.328  -0.064
C  -0.786  1.311  -1.000
C  0.577  -0.574  -2.011
C  0.288  0.269  -0.763
C  1.287  -2.634  2.423
C  -1.920  3.290  -0.220
C  -0.143  -0.637  0.400
C  -1.636  1.247  -2.101
C  -1.502  0.177  -3.147
C  0.815  -1.201  2.616
C  -2.763  3.236  -1.318
H  1.137  0.038  -2.723
H  2.051  1.530  -0.723
H  -0.978  0.603  -4.010
H  -0.285  2.367  0.793
H  1.197  -1.427  -1.729
H  -3.535  3.980  -1.447
H  -0.536  -1.727  -3.453
H  -0.180  -1.226  3.070
H  2.034  -3.781  1.103
H  -2.028  4.074  0.514
H  -1.324  -1.554  -1.878
H  -3.277  2.176  -3.098
H  -2.495  -0.123  -3.488
H  1.513  -0.697  3.292

---

no.,M (g/mol),electronic energy (eV)
1,197.3,-16768.171
2,957.2,-124077.886
3,365.3,-81113.870
4,483.6,-100674.198
5,647.1,-66385.282
6,434.6,-49978.019
7,274.3,-25917.941